# 1
C31H65F3N9O8PS | ωB97M-V with the def2-TZVPD basis set

CARTESIAN COORDINATES (ANGSTROEM)
H1 3.810 2.851 -1.363
H2 -5.628 2.329 2.006
H3 2.026 -2.612 5.509
C1 -4.250 3.953 -1.666
C2 1.348 2.095 0.666
O1 0.474 -1.448 -1.454
H4 5.864 2.271 -8.729
C3 5.208 1.477 -8.363
H5 4.355 1.134 -5.368
O2 -2.798 -5.634 -0.912
F1 -7.368 3.235 -3.900
C4 3.898 3.627 -0.598
C5 3.762 -1.028 -6.913
H6 2.711 -0.831 1.721
N1 4.280 4.068 1.768
H7 0.509 0.440 -4.079
H8 -4.288 4.638 -0.753
H9 1.453 -3.793 2.228
C6 -3.490 1.653 -0.475
N2 0.624 -0.644 2.999
N3 1.446 -3.003 2.892
H10 3.536 -0.557 5.815
H11 -3.556 3.623 2.935
C7 3.344 -2.315 7.036
H12 4.300 -0.368 7.385
N4 2.087 -2.851 6.498
H13 4.239 1.274 1.934
C8 -3.169 2.789 -1.506
H14 -4.950 3.652 0.944
H15 -1.230 -2.536 2.086
C9 -4.096 -5.083 -0.706
H16 3.119 0.324 9.138
F2 -5.214 2.686 -4.407
H17 2.450 -2.760 3.006
C10 3.417 -0.781 6.881
H18 -5.655 -6.913 0.586
H19 -2.643 -5.049 1.448
C11 -2.761 -7.049 -0.960
H20 -3.529 1.805 3.115
H21 1.920 -0.120 -6.369
C12 -5.716 3.369 -2.073
N5 -3.495 -4.523 1.644
H22 4.344 -2.281 8.965
H23 4.824 0.924 -9.224
H24 -2.619 -7.457 0.043
H25 2.705 0.942 -8.550
H26 1.063 -0.743 3.923
H27 1.324 -2.322 6.922
H28 -3.658 -7.471 -1.420
P1 -1.362 4.176 -3.575
H29 -0.283 -3.149 0.635
F3 -5.860 4.925 -4.068
C13 -1.838 2.803 -2.355
C14 3.508 -2.789 8.477
N6 2.008 -1.384 1.192
C15 -0.808 1.628 -2.213
C16 2.143 0.138 8.681
H30 3.291 4.160 2.001
H31 -3.924 4.605 -2.548
C17 -0.390 -0.826 -0.796
H32 -2.259 4.853 -5.563
O3 -3.307 -1.450 1.082
H33 2.464 -2.210 0.771
C18 -2.379 -0.789 0.542
N7 -0.938 -1.063 0.540
C19 4.390 3.042 0.722
H34 4.604 4.376 -0.967
C20 -4.548 -5.053 0.769
H35 2.612 -2.626 9.078
O4 -4.663 1.573 0.317
O5 -1.722 5.746 -2.906
H36 3.713 -3.863 8.501
H37 -4.034 -4.048 -1.059
H38 3.535 -1.315 -7.942
H39 4.172 -2.741 6.460
H40 -5.787 2.249 -1.877
C21 -4.716 2.593 1.347
H41 0.935 0.211 2.514
H42 0.397 1.773 1.099
O6 2.239 -0.092 7.286
H43 -5.413 -4.384 0.831
H44 4.839 -0.873 -6.830
S1 0.764 1.469 -3.157
O7 4.171 2.078 -7.607
C22 -2.452 0.521 -0.358
H45 -2.439 2.698 1.814
C23 2.964 1.325 -7.555
C24 -6.010 3.567 -3.640
H46 1.648 -0.703 9.169
H47 5.809 0.824 -7.727
C25 -4.993 -6.414 1.297
C26 -3.454 2.642 2.328
H48 -3.269 -3.575 1.342
H49 1.245 3.149 0.400
H50 2.858 1.443 -4.884
H51 -1.782 3.290 -5.611
H52 1.517 1.021 8.836
N8 3.456 0.680 -5.201
H53 -5.543 -6.294 2.235
H54 -4.152 -7.078 1.506
H55 -1.895 -7.345 -1.558
H56 1.542 1.493 -0.225
C27 3.666 1.741 1.126
H57 -6.505 3.922 -1.466
C28 -1.159 0.508 -1.217
O8 2.356 1.937 1.651
C29 -0.445 -2.235 1.308
H58 3.513 -1.876 -6.269
C30 2.959 0.202 -6.498
N9 -2.361 3.949 -5.052
H59 -1.918 5.588 -1.955
H60 2.931 4.124 -0.503
H61 2.182 2.043 -7.286
H62 -4.834 -5.585 -1.343
H63 4.695 3.706 2.625
H64 3.648 1.019 0.300
H65 5.449 2.799 0.592
C31 0.894 -1.820 2.124

* LUMO: -0.0433 hartree
* SMILES: CCOc1c(CCC(F)(F)F)c(P(N)O)c(S)c2c1C(=O)N(CC(N)(N)N)C2=O.COC[C@@H](C)N.COC[C@@H](C)N.COC[C@@H](C)N.COC[C@@H](C)N
* molar mass: 811.95 g/mol
* F_max: 5.22 eV/A

---

# 2
C31H65N3O11 | ωB97M-V with the def2-TZVPD basis set

CARTESIAN COORDINATES (ANGSTROEM)
H1 5.565 1.525 -1.555
H2 3.328 -3.263 -0.598
H3 -6.016 -0.463 -0.750
O1 -1.941 0.910 -0.465
C1 -5.123 2.210 0.150
H4 -3.654 3.596 2.324
H5 1.879 -4.992 -1.337
C2 0.138 -6.085 1.756
C3 2.693 -5.361 -0.674
H6 5.426 -3.918 -1.952
H7 -0.560 -3.436 -3.257
C4 1.903 5.421 -2.590
C5 -0.435 2.646 3.290
H8 -2.460 -4.487 2.038
C6 1.245 -1.173 1.206
H9 -1.653 -1.845 6.067
H10 -1.635 -2.825 2.047
H11 -2.355 4.627 3.012
O2 -0.832 -4.111 4.457
H12 -2.483 2.257 3.983
H13 1.691 2.408 0.988
H14 -3.720 -3.140 0.516
C7 -2.532 -3.417 2.222
H15 -2.294 6.348 -2.284
H16 4.512 -2.943 3.728
H17 -0.631 -1.267 0.064
C8 4.518 -0.453 -1.795
C9 -0.360 -2.425 -3.583
C10 2.638 2.878 1.070
H18 2.274 -5.450 0.385
H19 3.248 2.494 1.903
H20 4.845 -0.975 4.188
H21 -0.005 1.853 3.868
H22 -1.092 1.804 -2.726
O3 -2.742 -3.177 3.649
H23 5.845 -1.060 2.693
H24 -3.971 0.235 -1.598
H25 -1.885 -3.438 6.811
H26 1.598 5.933 -1.697
H27 0.586 1.461 -2.392
C11 3.756 -4.297 -0.691
C12 -0.084 -0.526 0.690
H28 2.509 3.934 1.220
C13 -2.293 5.787 -3.180
C14 -1.947 2.508 3.043
C15 4.567 1.078 -1.600
O4 -0.813 -1.439 -2.612
C16 4.858 -1.171 3.084
H29 -3.271 5.895 -3.665
O5 0.250 0.638 -0.053
C17 3.501 2.665 -0.196
H30 0.726 -6.617 2.534
H31 -0.343 3.589 3.856
C18 -4.663 2.242 -1.247
N1 -5.539 2.312 1.235
H32 0.243 2.740 2.479
H33 -0.804 -0.371 1.516
H34 3.112 -6.253 -1.052
H35 2.337 4.479 -2.383
C19 -1.806 -3.413 4.605
O6 0.288 4.140 -3.928
O7 0.021 6.313 -3.532
H36 -1.624 -1.026 -2.988
H37 1.786 -0.549 1.893
H38 3.525 -0.732 -2.090
C20 3.832 -3.889 -3.158
H39 -5.327 3.010 -1.644
H40 0.567 -6.431 0.798
H41 -6.231 -0.563 -2.456
H42 -0.087 -4.424 2.708
H43 -2.236 4.737 -2.888
C21 -2.578 3.751 2.453
C22 -2.163 -2.800 5.925
H44 4.193 -0.468 2.585
C23 -2.129 3.999 1.048
H45 -0.774 -2.310 -4.604
H46 1.924 -1.403 0.403
H47 -2.078 1.647 2.349
C24 -3.791 -2.899 1.578
H48 4.411 -4.376 0.203
C25 -6.043 0.138 -1.640
C26 4.519 -4.483 -2.038
H49 -4.633 0.944 -3.052
O8 3.775 1.379 -0.382
H50 -0.143 2.954 -1.786
H51 4.136 1.618 -2.423
C27 -0.808 1.126 -0.760
H52 -3.238 -2.579 5.865
H53 -4.015 -1.846 1.707
H54 -3.641 2.622 -1.293
O9 0.227 -4.666 1.828
C28 0.716 5.187 -3.423
C29 -1.232 6.217 -4.144
H55 -1.138 5.626 -5.020
H56 -6.896 0.859 -1.608
H57 5.217 -0.789 -2.592
H58 2.628 5.982 -3.160
H59 4.828 -5.501 -2.138
H60 1.028 -2.105 1.740
N2 3.230 -3.335 -3.962
O10 4.384 -2.461 2.897
H61 -1.394 7.251 -4.473
H62 -0.868 -6.467 1.844
H63 4.883 -1.017 -0.951
H64 -4.675 -3.438 2.012
C30 -4.788 0.888 -1.945
O11 3.969 3.498 -0.957
H65 0.723 -2.333 -3.622
C31 -0.322 1.863 -1.988
N3 -1.805 4.463 0.063

* LUMO: 0.0180 hartree
* SMILES: CCOC(C)=O.CCOC(C)=O.CCOC(C)=O.CCOC(C)=O.CCCC#N.CCCC#N.CCCC#N.CO.CO.CO
* molar mass: 655.87 g/mol
* F_max: 3.14 eV/A

---

# 3
C31H66F3IN3O19S6 | ωB97M-V with the def2-TZVPD basis set

CARTESIAN COORDINATES (ANGSTROEM)
C1 -2.675 2.170 0.124
H1 1.218 1.742 1.972
S1 2.519 -8.910 0.230
H2 4.413 4.924 2.265
H3 -0.658 1.258 2.581
N1 3.728 1.827 2.417
C2 3.966 9.713 -0.977
H4 2.032 -10.315 -1.589
H5 -1.793 -0.055 2.354
H6 -3.732 -3.484 0.427
F1 -2.266 3.322 -0.393
C3 4.343 -2.428 -5.620
S2 2.057 7.077 -0.793
H7 -3.214 5.315 -1.925
O1 -1.236 -4.602 3.980
C4 5.614 2.833 1.083
O2 1.452 -9.425 1.032
H8 -5.122 4.076 -0.847
C5 3.820 -0.014 0.636
H9 5.828 -1.505 -6.876
H10 4.063 0.593 -0.238
H11 -7.539 2.620 2.846
C6 4.606 -9.754 1.544
S3 4.807 -3.902 -3.520
C7 0.967 -0.071 0.924
O3 1.976 8.422 -1.635
H12 0.980 -0.760 1.778
C8 3.069 0.780 1.742
C9 -1.297 0.775 1.825
O4 -5.843 7.950 -2.958
H13 5.855 -3.281 -6.898
S4 -7.760 -0.814 3.374
H14 2.839 0.029 2.510
H15 -7.373 6.787 -5.175
C10 3.028 -1.270 0.144
H16 -0.947 -0.848 0.457
O5 3.785 -9.866 0.362
O6 2.949 -7.546 0.364
C11 -0.538 0.151 0.634
C12 -5.655 1.633 3.149
O7 3.400 6.574 -0.833
O8 4.495 -2.803 -2.650
C13 -7.161 1.714 3.319
H17 -5.609 6.712 -5.438
C14 -4.883 5.111 -0.594
H18 1.152 -5.253 2.397
H19 6.063 3.828 1.025
H20 0.050 6.481 -1.869
H21 4.390 9.542 -1.966
H22 3.060 -9.829 3.058
H23 3.574 -2.355 -6.387
H24 2.841 -5.027 -2.883
O9 -0.803 -3.237 1.945
H25 2.017 9.757 -0.030
H26 -6.529 5.222 -5.056
C15 -3.611 -4.768 2.152
H27 -0.631 0.714 -0.305
H28 3.652 -11.403 2.554
H29 5.530 -10.281 1.313
H30 0.004 -6.615 2.491
H31 -3.310 -2.640 1.911
H32 -5.820 5.613 -0.355
N2 1.778 1.963 0.018
H33 4.287 10.689 -0.615
H34 1.246 -8.720 -1.713
H35 0.949 -1.679 -0.462
H36 4.646 -10.373 3.605
H37 -8.695 -1.523 1.338
H38 3.348 4.544 0.933
C16 4.291 2.832 1.819
H39 5.534 2.457 0.053
C17 1.081 2.990 0.013
O10 -7.834 0.618 2.672
F2 -3.095 2.299 2.420
H40 6.300 2.146 1.589
C18 -3.928 -3.437 1.500
C19 3.645 4.212 1.937
S5 -1.051 -4.511 2.566
H41 -4.971 -3.166 1.659
H42 2.067 10.452 -1.642
H43 3.558 -1.716 -0.702
S6 -6.212 6.583 -3.168
H44 -7.441 1.759 4.373
C20 -4.178 5.793 -1.751
H45 1.656 -0.242 -1.179
H46 -5.394 1.529 2.096
C21 2.167 -9.244 -1.464
O11 -2.276 -5.216 1.832
C22 -2.361 1.760 1.416
H47 -9.943 -1.154 2.570
H48 3.968 -6.077 -3.800
H49 -8.994 -2.662 2.677
H50 2.968 -2.017 0.945
O12 -7.293 5.992 -2.444
N3 1.687 1.207 1.232
H51 1.083 5.082 -1.487
H52 4.864 -8.708 1.721
H53 -5.178 2.525 3.550
C23 -8.977 -1.614 2.384
H54 -5.249 0.768 3.672
C24 3.954 -10.377 2.763
H55 -3.746 -4.727 3.234
O13 0.507 3.974 0.161
H56 4.305 -5.677 -2.094
H57 4.377 8.954 -0.311
O14 -8.239 -0.700 4.716
O15 6.162 -4.294 -3.746
H58 0.191 -5.695 0.965
C25 1.066 6.095 -1.868
O16 -4.906 5.672 -2.983
H59 2.808 4.206 2.637
C26 0.196 -5.640 2.051
H60 1.493 6.122 -2.868
C27 1.597 -0.821 -0.253
H61 -4.285 -5.532 1.771
C28 3.878 -5.316 -3.029
O17 1.372 7.257 0.451
H62 6.506 -2.408 -5.520
O18 -6.476 -1.388 3.097
H63 -3.984 6.845 -1.532
H64 4.209 -1.582 -4.942
C29 -6.447 6.293 -4.889
C30 5.714 -2.403 -6.268
F3 -3.371 1.367 -0.650
C31 2.452 9.643 -1.024
H65 -4.255 5.126 0.298
H66 2.988 -8.879 -2.075
I1 5.600 -0.811 1.586
O19 4.087 -3.664 -4.923

* LUMO: -0.1245 hartree
* molar mass: 1161.17 g/mol
* F_max: 3.28 eV/A
* net charge: +1

---

# 4
C31H67Cl2N12O24P2S3 | ωB97M-V with the def2-TZVPD basis set

CARTESIAN COORDINATES (ANGSTROEM)
O1 1.080 2.294 -1.090
O2 -4.031 -8.847 -0.647
H1 -2.979 5.801 1.010
C1 6.432 0.598 5.788
H2 -3.220 -2.559 0.587
H3 8.338 -4.242 7.150
C2 5.480 3.234 1.400
C3 -1.598 -0.095 -2.681
N1 6.087 1.545 4.698
C4 1.939 -3.490 -1.012
H4 -3.960 7.260 0.765
H5 -2.974 1.202 -3.751
C5 -4.895 3.840 -0.565
O3 3.830 2.095 0.226
O4 -6.528 4.633 -5.689
H6 5.560 -0.010 5.991
O5 3.297 5.082 -1.851
H7 -2.854 -8.994 1.436
C6 -2.621 -2.456 -2.800
O6 -5.073 4.468 -7.268
O7 4.974 1.490 4.227
H8 -1.283 -8.917 0.568
H9 8.835 -5.056 -3.276
H10 -0.995 0.384 2.108
H11 -2.261 -3.876 -1.254
H12 4.912 -2.846 -2.123
H13 0.371 2.527 2.672
H14 -9.195 -3.694 -0.728
H15 1.531 -1.364 -0.716
C7 1.818 -2.239 -0.119
H16 -3.491 -2.003 -3.293
H17 1.437 2.038 1.355
H18 -0.760 0.391 -2.175
O8 0.298 4.709 -1.517
H19 1.125 0.750 4.060
O9 8.499 -1.796 5.131
P1 0.665 3.685 -0.295
N2 4.063 2.906 1.119
O10 6.955 2.321 4.334
O11 -2.066 1.348 -0.362
H20 6.717 1.191 6.652
C8 -3.239 6.777 1.417
H21 1.513 -4.374 -0.537
S1 4.426 -0.143 1.999
H22 -4.963 2.291 -2.036
O12 8.290 -2.894 -1.277
H23 -9.085 -2.999 -2.382
H24 -5.123 -4.036 -1.295
H25 -1.140 2.469 -2.189
H26 1.030 -2.406 0.604
H27 -4.943 -2.783 0.902
H28 2.559 1.084 3.105
H29 7.278 -4.709 -2.453
C9 -4.081 -3.194 0.375
Cl1 -4.904 1.274 0.097
H30 -3.263 -4.510 -2.586
N3 -2.942 -8.318 -0.547
H31 -1.926 -2.795 -3.578
H32 -1.261 -0.324 -3.703
O13 3.281 -3.803 -1.328
H33 0.654 4.370 -2.346
H34 -4.359 4.051 0.357
C10 4.180 -1.734 -0.417
H35 -6.876 2.930 -0.467
H36 -6.608 4.194 0.748
H37 7.667 -3.938 -4.026
H38 -1.016 -1.848 -1.531
N4 8.047 -2.516 5.997
H39 -2.272 2.071 1.513
O14 -2.084 3.730 -0.594
C11 -4.812 6.173 -5.718
C12 -2.232 -8.424 0.756
H40 -2.361 7.391 1.575
C13 -6.412 3.900 -0.285
H41 -2.562 -1.121 -1.102
H42 5.662 2.945 2.430
N5 3.105 -1.957 0.565
H43 7.260 -0.020 5.452
H44 -6.898 4.622 -0.942
O15 9.617 -2.617 -2.954
N6 -3.899 6.567 2.734
Cl2 -4.515 5.164 -1.734
N7 4.478 4.854 -1.957
H45 4.591 4.648 -4.030
C14 -4.337 -3.291 -1.131
H46 -2.900 3.304 -2.731
C15 8.867 -3.700 6.376
O16 -3.395 7.078 3.715
O17 3.216 3.446 1.779
O18 -3.397 -3.370 3.180
H47 4.370 3.131 -3.120
C16 8.063 -4.317 -3.089
H48 -5.517 6.999 -5.727
O19 -2.380 -7.707 -1.430
C17 -1.925 -1.396 -1.953
C18 -2.796 0.868 -2.723
H49 1.944 2.054 -0.718
C19 0.722 1.664 2.097
S2 1.590 -0.977 2.521
C20 -3.077 -3.644 -1.948
H50 6.101 2.665 0.717
H51 -2.070 -7.414 1.123
N8 -2.411 -4.761 4.577
C21 -0.452 0.998 1.377
H52 1.381 -3.301 -1.940
O20 6.991 -2.347 6.565
H53 -7.807 -4.092 -1.796
O21 -7.989 -1.822 0.157
C22 -8.535 -3.339 -1.510
H54 -4.711 -2.308 -1.427
H55 -2.814 -2.740 5.085
H56 5.607 4.302 1.257
N9 -2.662 -5.440 3.382
H57 -3.956 6.372 -6.352
O22 -6.983 -1.661 -1.746
H58 5.973 3.946 -3.118
O23 5.340 5.193 -1.167
C23 3.103 -1.035 1.591
C24 3.955 -2.615 -1.650
H59 -0.110 0.313 0.598
P2 -2.489 2.421 -1.672
H60 5.131 -2.006 0.042
C25 1.522 0.751 3.043
C26 -4.390 2.503 -1.126
C27 -1.088 3.370 0.361
O24 -4.909 5.897 2.745
N10 -7.775 -2.170 -0.985
N11 -5.526 4.988 -6.268
H61 -1.240 4.093 1.173
C28 -2.847 -3.570 4.398
H62 -3.703 0.345 -2.395
H63 -4.509 5.947 -4.700
H64 4.227 -0.685 -0.725
H65 9.826 -3.327 6.722
S3 -3.796 -4.875 0.992
H66 8.996 -4.297 5.478
C29 -3.242 -4.585 2.602
N12 8.709 -3.178 -2.378
C30 4.899 4.079 -3.157
C31 -1.484 1.939 0.745
H67 3.372 -2.046 -2.392

* LUMO: 0.0361 hartree
* molar mass: 1220.99 g/mol
* F_max: 1.96 eV/A
* net charge: -1